Record 1
Density functional theory data (wB97M-V/def2-TZVPD) for an isolated molecule of C8H10N2 at a distorted geometry.

Geometry as ORCA input:
```
! RIJCOSX wB97M-V def2-TZVPD def2/J DEFGRID3
* xyz 0 3
C -0.24 1.84 2.98
C 0.29 0.55 2.83
C -0.87 2.47 1.94
C 0.11 -0.18 1.65
C -0.99 1.86 0.69
C -0.39 0.60 0.51
C -0.57 -1.39 -0.91
C 0.80 -1.35 -2.93
N -0.76 0.02 -0.63
N 0.77 -1.33 -1.45
H -0.08 2.37 4.00
H 0.83 0.17 3.63
H -1.36 3.41 2.06
H 0.32 -1.22 1.48
H -1.41 2.19 -0.17
H -0.58 -2.13 -0.13
H -1.29 -1.74 -1.68
H -0.22 -1.45 -3.28
H 1.45 -0.56 -3.39
H 1.41 -2.12 -3.20
*
```

Values from the calculation:
Strongest force on any atom in eV/A: 3.85
Energy above the lowest of the compared OMol25 structures with the same formula, charge and spin in eV: 0.2143
E in eV: -11433.5802
Highest occupied orbital energy (spin up / spin down) in Eh: -0.2839 / -0.3412
LUMO level (spin up / spin down) in eV: 1.050 / -1.381
Orbital gap (spin up / spin down) in eV: 8.77 / 7.90

=====

Record 2
Density functional theory data (wB97M-V/def2-TZVPD) for a cluster of 26 separate species, C17H77NO28 in total at a distorted geometry.

Geometry as ORCA input:
```
! RIJCOSX wB97M-V def2-TZVPD def2/J DEFGRID3
* xyz 0 1
C -0.24 -3.56 1.33
C 0.29 -2.71 0.13
C 1.83 -2.76 0.01
C 2.55 -1.40 -0.03
C 1.78 -0.24 -0.71
C 1.23 0.74 0.38
C -0.25 1.01 0.23
C -0.73 1.46 -0.92
C -2.19 1.70 -1.04
O -2.64 2.53 -1.81
C -3.10 0.86 -0.18
C -4.49 0.59 -0.71
N -5.56 0.73 0.29
C -2.62 0.41 0.99
O -3.33 -0.31 1.87
C -3.03 -1.74 1.78
C -4.29 -2.53 1.40
C -4.21 -3.21 0.02
C -3.95 -4.74 0.10
C -1.19 0.74 1.36
O -0.82 0.74 2.51
H 0.43 -4.37 1.59
H -1.24 -3.92 1.11
H -0.36 -2.88 2.18
H -0.13 -3.14 -0.77
H -0.08 -1.70 0.30
H 2.10 -3.39 -0.84
H 2.22 -3.27 0.88
H 3.47 -1.54 -0.60
H 2.88 -1.12 0.96
H 2.49 0.34 -1.29
H 0.98 -0.59 -1.35
H 1.41 0.33 1.37
H 1.75 1.70 0.32
H -0.03 1.63 -1.74
H -4.67 1.22 -1.58
H -4.51 -0.44 -1.09
H -6.17 1.49 0.01
H -6.12 -0.11 0.29
H -2.27 -1.86 1.01
H -2.64 -2.03 2.76
H -5.17 -1.90 1.50
H -4.39 -3.32 2.15
H -5.14 -3.04 -0.52
H -3.43 -2.76 -0.60
H -4.53 -5.22 -0.68
H -4.20 -5.13 1.08
H -2.88 -4.91 -0.07
O -1.57 1.28 5.23
H -1.21 1.29 4.33
H -2.40 1.75 5.17
O -4.65 2.20 -4.55
H -4.95 1.28 -4.50
H -4.01 2.25 -3.84
O -3.05 -0.25 -3.98
H -2.47 0.14 -4.65
H -2.87 0.28 -3.20
O 1.36 3.03 -2.65
H 1.44 3.54 -1.83
H 1.05 3.68 -3.29
O -3.16 5.77 -2.19
H -2.42 5.82 -2.81
H -3.15 4.85 -1.90
O 2.22 5.64 -3.94
H 1.93 6.29 -4.60
H 3.12 5.88 -3.74
O 4.45 -2.81 1.92
H 4.99 -2.37 1.26
H 4.52 -2.25 2.70
O 3.78 7.46 -1.89
H 3.03 6.85 -1.95
H 3.75 7.75 -0.97
O -0.69 -1.79 4.55
H -0.72 -1.22 5.33
H -0.96 -1.20 3.83
O -0.41 -0.02 -5.34
H 0.34 0.01 -5.96
H -0.41 -0.93 -5.02
O 1.56 -0.80 -7.43
H 2.24 -1.30 -7.88
H 0.87 -0.66 -8.10
O -1.05 -4.34 6.70
H -1.14 -3.51 6.21
H -1.36 -5.01 6.09
O 4.40 -0.61 4.49
H 4.37 -0.07 5.30
H 4.00 -0.04 3.82
O -0.83 -1.54 -8.69
H -1.51 -0.93 -8.99
H -1.31 -2.16 -8.13
O -3.14 -6.42 -2.30
H -2.52 -6.49 -3.03
H -3.12 -7.30 -1.89
O -4.85 -6.49 2.96
H -5.64 -7.03 3.10
H -4.66 -6.12 3.84
O 7.19 0.02 4.99
H 6.51 -0.48 4.52
H 7.33 -0.46 5.80
O 4.58 1.03 7.08
H 5.33 1.61 7.23
H 4.74 0.27 7.65
O 6.06 5.09 -1.29
H 5.34 5.63 -1.64
H 5.61 4.45 -0.73
O 2.01 4.82 -0.02
H 2.83 4.49 0.38
H 1.31 4.42 0.50
O 4.40 4.01 1.45
H 5.19 4.51 1.66
H 4.47 3.22 1.99
O 6.58 2.46 2.53
H 7.37 2.52 1.99
H 6.65 1.58 2.93
O 0.10 6.85 -5.20
H -0.58 7.44 -5.53
H -0.36 6.22 -4.64
O -4.41 -4.50 5.28
H -4.16 -3.95 6.03
H -4.80 -3.89 4.65
O 4.50 0.34 -2.58
H 4.33 1.20 -2.99
H 4.17 -0.29 -3.23
*
```

Values from the calculation:
Strongest force on any atom in eV/A: 1.41
E in eV: -77697.9636
Highest occupied orbital energy in Eh: -0.3505
LUMO level in eV: -1.417
Orbital gap in eV: 8.12

=====

Record 3
Density functional theory data (wB97M-V/def2-TZVPD) for a structure of composition C10H9Br12NO2 at a distorted geometry.

Geometry as ORCA input:
```
! RIJCOSX wB97M-V def2-TZVPD def2/J DEFGRID3
* xyz 0 1
C 2.95 2.62 1.30
C 1.82 2.30 2.10
C 1.93 2.31 3.47
C 3.21 2.47 4.02
C 4.28 2.86 3.22
C 4.17 2.92 1.82
N 3.41 2.27 5.49
O 4.54 2.14 5.87
O 2.43 2.23 6.23
H 2.84 2.56 0.22
H 0.86 2.05 1.68
H 1.11 2.02 4.10
H 5.30 3.03 3.55
H 5.11 3.08 1.31
C -2.13 -0.15 -0.29
Br -0.21 0.08 -0.19
Br -3.08 1.44 0.43
Br -2.69 -1.90 0.56
H -2.43 -0.19 -1.33
C -1.81 -5.12 -0.69
Br -3.37 -5.29 -2.00
Br -0.23 -4.34 -1.64
Br -1.21 -6.80 0.17
H -2.18 -4.53 0.15
C -4.76 -1.50 -3.03
Br -4.83 0.44 -2.54
Br -5.66 -2.65 -1.74
Br -2.85 -2.10 -3.37
H -5.41 -1.56 -3.91
C -0.34 -0.25 -5.08
Br -0.80 0.88 -3.55
Br 0.93 -1.55 -4.39
Br 0.37 0.99 -6.51
H -1.24 -0.77 -5.42
*
```

Values from the calculation:
Strongest force on any atom in eV/A: 2.16
Energy above the lowest of the compared OMol25 structures with the same formula, charge and spin in eV: 1.0392
E in eV: -856605.6177
Highest occupied orbital energy in Eh: -0.3698
LUMO level in eV: -0.964
Orbital gap in eV: 9.10

=====

Record 4
Density functional theory data (wB97M-V/def2-TZVPD) for a structure of composition C3H6BCuFO6 at a distorted geometry.

Geometry as ORCA input:
```
! RIJCOSX wB97M-V def2-TZVPD def2/J DEFGRID3
* xyz 2 2
C -2.23 -0.88 0.42
C -1.20 -0.98 1.48
F -1.69 -1.52 2.60
O -0.14 -1.98 1.07
C 0.79 -1.72 0.31
O 1.31 -2.63 -0.39
O 1.48 -0.58 0.23
O 1.04 0.21 -0.91
B 1.71 1.47 -0.86
O 1.85 2.11 -2.09
O 2.26 2.01 0.21
H -2.61 -1.85 0.14
H -3.05 -0.30 0.85
H -1.86 -0.33 -0.44
H -0.73 -0.04 1.75
H 1.19 1.82 -2.74
H 1.89 1.81 1.08
Cu -0.03 3.39 -2.70
*
```

Values from the calculation:
Strongest force on any atom in eV/A: 1.92
Energy above the lowest of the compared OMol25 structures with the same formula, charge and spin in eV: 0.0000
E in eV: -63504.7379
Highest occupied orbital energy (spin up / spin down) in Eh: -0.7425 / -0.7410
LUMO level (spin up / spin down) in eV: -10.136 / -12.304
Orbital gap (spin up / spin down) in eV: 10.07 / 7.86

=====

Record 5
Density functional theory data (wB97M-V/def2-TZVPD) for a structure of composition C2H2Br2Cl2 at a distorted geometry.

Geometry as ORCA input:
```
! RIJCOSX wB97M-V def2-TZVPD def2/J DEFGRID3
* xyz 0 1
C -1.31 -0.75 -0.50
C 1.78 0.86 1.25
Cl -1.00 0.43 0.89
Cl -1.36 0.20 -1.89
Br 2.11 -0.53 -0.02
Br 2.33 2.53 0.82
H -0.32 -1.33 -0.27
H -2.23 -1.41 -0.28
*
```

Values from the calculation:
Strongest force on any atom in eV/A: 4.01
Energy above the lowest of the compared OMol25 structures with the same formula, charge and spin in eV: 3.9170
E in eV: -167232.3035
Highest occupied orbital energy in Eh: -0.3293
LUMO level in eV: -1.096
Orbital gap in eV: 7.86

=====

Record 6
Density functional theory data (wB97M-V/def2-TZVPD) for a cluster of 2 separate species, CH4IOPS in total at a distorted geometry.

Geometry as ORCA input:
```
! RIJCOSX wB97M-V def2-TZVPD def2/J DEFGRID3
* xyz 0 1
C 0.35 1.61 0.23
O 0.21 -3.00 -0.52
P -0.65 0.41 -0.75
S 0.41 -1.88 0.66
I -2.82 0.53 0.24
H 1.24 1.69 -0.29
H 0.56 1.22 1.31
H -0.14 2.49 0.32
H 0.84 -3.07 -1.20
*
```

Values from the calculation:
Strongest force on any atom in eV/A: 4.97
Energy above the lowest of the compared OMol25 structures with the same formula, charge and spin in eV: 3.5888
E in eV: -31372.1606
Highest occupied orbital energy (spin up / spin down) in Eh: -0.3034 / -0.3114
LUMO level (spin up / spin down) in eV: -1.309 / -1.288
Orbital gap (spin up / spin down) in eV: 6.95 / 7.19

=====

Record 7
Density functional theory data (wB97M-V/def2-TZVPD) for an isolated molecule of C22H40N2O.

Geometry as ORCA input:
```
! RIJCOSX wB97M-V def2-TZVPD def2/J DEFGRID3
* xyz 0 1
C -2.91 -2.28 -1.59
C -3.35 -0.95 -1.05
C -3.09 -0.52 0.19
C -2.34 -1.38 1.18
H -2.42 -0.94 2.17
H -2.79 -2.37 1.22
C -0.84 -1.56 0.87
N -0.14 -0.29 0.81
C 1.08 -0.17 1.57
H 0.95 -0.66 2.54
C 2.37 -0.72 0.90
N 2.50 -0.29 -0.50
C 1.26 -0.42 -1.24
H 1.39 0.01 -2.23
C 0.06 0.24 -0.53
H -0.85 0.09 -1.10
H 0.24 1.31 -0.44
H 1.06 -1.49 -1.36
C 3.29 0.90 -0.76
C 4.80 0.66 -0.61
C 5.43 2.02 -0.26
C 4.27 3.02 -0.28
H 4.16 3.44 -1.29
H 4.43 3.85 0.41
C 3.05 2.18 0.07
H 3.06 1.95 1.14
H 2.11 2.68 -0.18
H 5.87 1.98 0.74
H 6.22 2.29 -0.96
H 5.22 0.24 -1.53
H 4.99 -0.07 0.19
H 3.10 1.16 -1.81
H 3.22 -0.33 1.45
C 2.44 -2.26 0.98
H 1.63 -2.71 0.43
H 2.34 -2.55 2.03
C 3.76 -2.81 0.44
O 3.87 -2.69 -0.95
H 3.60 -1.78 -1.16
H 3.83 -3.88 0.66
H 4.60 -2.31 0.94
H 1.22 0.90 1.76
H -0.73 -2.12 -0.07
H -0.42 -2.17 1.67
C -3.63 0.80 0.71
C -2.62 1.55 1.59
H -2.52 1.09 2.57
H -1.64 1.56 1.12
H -2.95 2.57 1.74
C -4.00 1.74 -0.45
C -4.84 1.04 -1.51
C -4.05 -0.11 -2.10
H -4.71 -0.75 -2.69
H -3.29 0.28 -2.78
H -5.76 0.67 -1.06
H -5.11 1.75 -2.29
H -4.53 2.61 -0.06
H -3.07 2.09 -0.91
C -4.88 0.50 1.56
H -5.31 1.42 1.94
H -4.62 -0.13 2.41
H -5.63 -0.02 0.98
H -1.99 -2.18 -2.18
H -3.67 -2.68 -2.26
H -2.73 -3.01 -0.81
*
```

Values from the calculation:
Strongest force on any atom in eV/A: 0.52
Energy above the lowest of the compared OMol25 structures with the same formula, charge and spin in eV: 0.0000
E in eV: -28490.7207
Highest occupied orbital energy in Eh: -0.2783
LUMO level in eV: 0.737
SMILES: CC1=C(CCN2CCN(C3CCCC3)[C@H](CCO)C2)C(C)(C)CCC1
Orbital gap in eV: 8.31

=====

Record 8
Density functional theory data (wB97M-V/def2-TZVPD) for a structure of composition BF5H14NiO7 at a distorted geometry.

Geometry as ORCA input:
```
! RIJCOSX wB97M-V def2-TZVPD def2/J DEFGRID3
* xyz 0 3
Ni -0.37 -0.09 -2.32
B 0.09 -0.27 0.99
F -0.09 0.30 -0.27
F 1.41 -0.38 1.41
F -0.61 0.48 1.98
F -0.51 -1.54 0.97
F -2.28 -0.10 -1.89
O 1.59 -0.36 -2.35
H 2.18 -0.50 -3.10
H 2.21 -0.24 -1.62
O -3.09 -1.47 0.28
H -2.79 -0.95 -0.49
H -2.28 -1.69 0.81
O -0.26 3.28 1.63
H -0.28 2.34 1.90
H -0.53 3.23 0.72
O 3.57 -0.53 -0.33
H 4.13 -1.30 -0.43
H 2.99 -0.67 0.40
O -0.23 1.97 -2.47
H 0.58 2.31 -2.14
H -0.87 2.48 -1.94
O 1.41 -3.48 0.76
H 0.95 -2.70 0.94
H 1.87 -3.73 1.59
O -3.18 1.42 1.44
H -3.00 0.49 1.40
H -2.63 1.71 2.13
*
```

Values from the calculation:
Strongest force on any atom in eV/A: 3.33
Energy above the lowest of the compared OMol25 structures with the same formula, charge and spin in eV: 0.0000
E in eV: -69873.1879
Highest occupied orbital energy (spin up / spin down) in Eh: -0.3673 / -0.3673
LUMO level (spin up / spin down) in eV: -1.602 / -2.923
Orbital gap (spin up / spin down) in eV: 8.39 / 7.07

=====

Record 9
Density functional theory data (wB97M-V/def2-TZVPD) for a structure of composition C5H6AgO3 at a distorted geometry.

Geometry as ORCA input:
```
! RIJCOSX wB97M-V def2-TZVPD def2/J DEFGRID3
* xyz 0 2
O 1.91 0.93 -2.16
C 1.27 1.37 -1.25
O 0.61 2.39 -1.01
O 1.27 0.45 0.22
C 1.99 -0.75 0.32
C 1.10 -1.98 0.15
C 1.91 -3.25 0.13
C 2.06 -4.03 -0.92
Ag -0.03 2.50 1.23
H 2.49 -0.79 1.30
H 2.78 -0.76 -0.45
H 0.51 -1.88 -0.77
H 0.39 -2.01 1.00
H 2.40 -3.52 1.08
H 1.73 -4.04 -1.96
*
```

Values from the calculation:
Strongest force on any atom in eV/A: 2.14
Energy above the lowest of the compared OMol25 structures with the same formula, charge and spin in eV: 1.2233
E in eV: -15419.4465
Highest occupied orbital energy (spin up / spin down) in Eh: -0.3134 / -0.3369
LUMO level (spin up / spin down) in eV: -2.083 / -2.084
Orbital gap (spin up / spin down) in eV: 6.44 / 7.08

=====

Record 10
Density functional theory data (wB97M-V/def2-TZVPD) for a structure of composition C32H39I2N4O2PPbSe2 at a distorted geometry.

Geometry as ORCA input:
```
! RIJCOSX wB97M-V def2-TZVPD def2/J DEFGRID3
* xyz 2 1
Pb -0.20 -1.52 0.22
C 4.57 2.61 1.43
C 4.64 1.15 1.55
C 4.49 0.60 2.88
C 4.68 -0.72 3.15
C 4.70 -1.38 4.53
C 5.00 -1.52 2.03
C 5.16 -1.04 0.74
C 5.51 -1.91 -0.47
C 4.91 0.34 0.52
H 4.27 2.94 0.43
H 5.55 3.01 1.55
H 3.97 3.17 2.16
H 4.18 1.20 3.73
H 5.62 -0.98 5.11
H 4.67 -2.48 4.35
H 3.81 -1.07 5.14
H 5.35 -2.53 2.24
H 6.15 -2.71 -0.10
H 6.07 -1.33 -1.20
H 4.62 -2.38 -0.94
H 5.03 0.82 -0.45
Se -3.02 -0.23 -0.83
P -3.38 0.83 -3.13
Se -2.33 -2.27 -1.58
C -4.92 1.59 -2.83
C -5.94 1.23 -3.70
C -7.17 1.87 -3.65
C -7.46 2.80 -2.66
C -6.40 3.21 -1.78
C -5.17 2.54 -1.82
C -2.14 2.11 -3.07
C -1.88 3.04 -2.06
C -1.02 4.16 -2.26
C -0.34 4.25 -3.49
C -0.60 3.39 -4.53
C -1.45 2.28 -4.29
H -5.75 0.41 -4.40
H -7.91 1.69 -4.40
H -8.43 3.38 -2.67
H -6.58 3.98 -0.94
H -4.45 2.72 -1.01
H -2.25 2.78 -1.06
H -0.97 4.98 -1.54
H 0.26 5.16 -3.60
H -0.26 3.55 -5.57
H -1.70 1.61 -5.05
I 0.60 -4.11 1.74
I 1.74 -2.22 7.22
C -1.13 -5.14 -5.90
N -0.56 -4.25 -4.88
C 0.79 -3.98 -4.84
C 1.33 -3.29 -3.85
C 0.42 -2.58 -2.89
O 0.96 -1.94 -1.94
N -0.89 -2.68 -3.15
C -1.43 -3.41 -4.21
O -2.63 -3.41 -4.54
H -1.28 -4.54 -6.81
H -2.08 -5.61 -5.57
H -0.47 -5.95 -6.20
H 1.45 -4.46 -5.54
H 2.42 -3.09 -3.75
C 0.79 -0.09 3.66
C 0.80 0.85 4.86
N -0.53 0.99 5.55
C -0.91 -0.39 5.80
C -1.10 -1.18 4.46
N -0.60 -0.45 3.27
C -1.42 0.80 3.22
C -1.39 1.62 4.50
H 1.32 -1.05 3.84
H 1.30 0.39 2.81
H 1.21 1.81 4.67
H 1.41 0.31 5.60
H -1.86 -0.36 6.43
H -0.16 -0.81 6.46
H -2.14 -1.35 4.25
H -0.66 -2.15 4.41
H -2.46 0.60 2.97
H -1.00 1.32 2.40
H -2.35 1.82 4.95
H -0.98 2.62 4.32
*
```

Values from the calculation:
Strongest force on any atom in eV/A: 4.13
Energy above the lowest of the compared OMol25 structures with the same formula, charge and spin in eV: 3.0786
E in eV: -205284.5294
Highest occupied orbital energy (spin up / spin down) in Eh: -0.4720 / -0.4548
LUMO level (spin up / spin down) in eV: -7.783 / -9.765
Orbital gap (spin up / spin down) in eV: 5.06 / 2.61

=====

Record 11
Density functional theory data (wB97M-V/def2-TZVPD) for a cluster of 2 separate species, C17H17F4O5 in total at a distorted geometry.

Geometry as ORCA input:
```
! RIJCOSX wB97M-V def2-TZVPD def2/J DEFGRID3
* xyz -1 1
F 1.05 -3.49 -1.32
C 0.12 -3.07 -0.45
C 0.40 -2.89 0.86
F 1.61 -3.17 1.38
C -0.62 -2.48 1.82
O -0.39 -2.39 3.03
C -1.94 -2.22 1.26
F -2.94 -1.93 2.12
C -2.20 -2.32 -0.06
F -3.43 -2.08 -0.53
C -1.18 -2.71 -1.03
O -1.42 -2.79 -2.24
C 6.27 -1.61 0.65
C 4.78 -1.80 0.49
O 4.21 -0.46 0.59
C 2.91 -0.39 0.20
C 2.41 0.98 0.35
C 1.01 1.23 0.22
O 0.14 0.36 0.20
C 0.63 2.74 0.11
C 0.53 3.48 1.44
C 1.81 3.96 2.14
C 2.75 2.86 2.70
C 3.90 2.50 1.76
C 3.46 2.04 0.35
O 2.35 -1.36 -0.29
H 6.77 -2.58 0.68
H 6.67 -1.04 -0.20
H 6.50 -1.06 1.56
H 4.53 -2.24 -0.48
H 4.35 -2.40 1.31
H 1.31 3.25 -0.59
H -0.37 2.75 -0.35
H -0.04 4.39 1.23
H -0.07 2.88 2.14
H 2.39 4.63 1.48
H 1.49 4.57 2.99
H 3.20 3.25 3.63
H 2.18 1.96 2.96
H 4.55 3.38 1.62
H 4.51 1.69 2.22
H 4.35 1.62 -0.14
H 3.12 2.91 -0.23
*
```

Values from the calculation:
Strongest force on any atom in eV/A: 2.78
Energy above the lowest of the compared OMol25 structures with the same formula, charge and spin in eV: 0.0000
E in eV: -39011.7053
Highest occupied orbital energy in Eh: -0.1244
LUMO level in eV: 0.763
Orbital gap in eV: 4.15